C4H5N5 | the ωB97M-V functional and the def2-TZVPD basis

Each line ends with the Löwdin charge.
Atoms and positions in Å:
C: 0.785 1.701 -0.502  -0.11
C: 0.841 0.152 -0.870  -0.19
C: -0.552 -1.720 0.163  -0.15
C: -0.667 0.536 0.683  -0.51
H: 0.560 2.458 -1.378  0.14
H: 1.931 1.613 0.025  0.16
H: 0.592 -0.229 -1.868  0.10
H: 1.872 -0.470 -0.911  0.16
H: -0.015 -2.600 -0.408  0.17
N: -0.219 -0.414 -0.136  -0.03
N: -1.308 -2.037 1.126  0.04
N: -1.861 -0.940 1.872  0.01
N: -1.731 0.276 1.559  0.12
N: -0.229 1.673 0.645  0.10

Forces on the atoms, in the same order (eV/Å):
C 2.722 -2.112 1.723
C 2.041 -2.054 -4.126
C 2.487 -0.847 -1.769
C -2.945 -0.434 1.189
H 0.708 -1.585 2.133
H -3.031 2.057 -1.576
H -0.114 1.356 -0.817
H -1.795 1.712 1.544
H -1.222 2.048 0.811
N -0.298 -2.926 1.179
N -0.383 0.764 1.041
N -1.677 0.227 -0.128
N 0.858 -2.587 0.961
N 2.648 4.380 -2.165

E_LUMO (eV): -0.438
F_max (eV Å⁻¹): 5.56
SMILES: C1=NN=NC2=NCCN12



C28H14ClN4O12Sm | the ωB97M-V functional and the def2-TZVPD basis

Each line ends with the Mulliken spin population.
Atoms and positions in Å:
Sm: -0.014 -0.098 0.134  5.02
O: -3.775 7.080 0.408  0.00
N: -3.317 6.320 -0.424  0.00
O: -3.255 6.581 -1.611  0.00
C: -2.763 5.034 0.036  0.00
C: -3.089 4.675 1.289  0.00
C: -2.656 3.440 1.842  0.00
C: -3.028 3.031 3.136  0.00
C: -2.607 1.817 3.596  0.00
C: -1.805 1.024 2.760  0.00
N: -1.434 1.403 1.559  0.00
C: -1.860 2.584 1.082  -0.01
C: -1.467 2.984 -0.259  0.00
N: -0.656 2.147 -0.935  0.00
C: -0.237 2.490 -2.128  0.00
C: -0.618 3.683 -2.746  0.00
C: -1.466 4.532 -2.094  0.00
C: -1.922 4.203 -0.800  0.00
H: -3.706 5.341 1.877  0.00
H: -3.644 3.686 3.740  0.00
H: -2.874 1.458 4.579  0.00
H: -1.439 0.057 3.089  0.00
H: 0.426 1.793 -2.621  0.00
H: -0.249 3.923 -3.734  0.00
H: -1.785 5.449 -2.559  0.00
Cl: 5.494 -2.407 -5.018  0.00
C: 4.453 -1.916 -3.694  0.00
C: 5.000 -1.791 -2.397  0.00
C: 4.223 -1.405 -1.347  0.00
C: 2.828 -1.106 -1.513  0.00
O: 2.118 -0.748 -0.535  -0.01
C: 2.308 -1.247 -2.842  0.00
C: 0.933 -0.981 -3.115  0.00
O: 0.088 -0.566 -2.321  0.00
C: 3.136 -1.659 -3.908  0.00
H: 6.050 -2.013 -2.247  0.00
H: 4.629 -1.305 -0.347  0.00
H: 0.615 -1.166 -4.158  0.00
H: 2.710 -1.765 -4.900  0.00
O: 2.108 -0.006 3.992  0.00
C: 1.671 0.171 2.868  0.00
O: 0.811 -0.588 2.258  0.00
C: 2.108 1.451 2.022  0.00
O: 2.998 2.183 2.424  0.00
O: 1.413 1.608 0.945  0.00
O: -2.689 -6.985 0.031  0.00
C: -1.471 -6.746 0.153  0.00
O: -0.531 -7.510 0.462  0.00
C: -1.104 -5.239 0.161  0.00
C: 0.200 -4.829 0.412  0.00
C: 0.504 -3.480 0.415  0.00
N: -0.416 -2.538 0.184  0.00
C: -1.678 -2.924 -0.063  0.00
C: -2.055 -4.255 -0.082  0.00
C: -2.684 -1.804 -0.331  0.00
O: -3.830 -2.094 -0.637  0.00
O: -2.204 -0.609 -0.199  0.00
H: 0.953 -5.582 0.600  0.00
H: 1.506 -3.121 0.614  0.00
H: -3.080 -4.527 -0.286  0.00

Forces on the atoms, in the same order (eV/Å):
Sm 1.449 -0.053 0.592
O -0.119 -0.062 -0.029
N 0.455 0.073 0.029
O -0.277 0.067 -0.001
C 0.061 -0.138 -0.204
C -0.200 0.089 0.255
C -0.089 -0.015 0.096
C -0.040 0.098 -0.011
C -0.024 -0.022 0.051
C 0.050 -0.024 0.071
N -0.280 0.283 0.113
C 0.086 0.005 -0.035
C -0.077 0.020 0.110
N -0.344 0.298 -0.109
C 0.051 -0.001 -0.050
C 0.056 -0.021 -0.063
C -0.045 0.066 0.051
C 0.075 0.158 -0.130
H -0.005 -0.039 0.025
H 0.005 -0.027 0.012
H 0.012 -0.003 -0.001
H 0.077 0.025 -0.007
H -0.005 -0.021 -0.034
H 0.014 -0.014 0.015
H 0.057 -0.053 -0.004
Cl -0.029 0.011 0.056
C 0.105 -0.014 0.020
C -0.012 -0.009 -0.004
C 0.058 -0.002 0.000
C -0.068 0.004 -0.002
O 0.461 -0.264 -0.163
C -0.002 -0.025 0.002
C 0.003 -0.055 0.023
O -0.120 0.093 -0.283
C -0.077 0.008 -0.045
H 0.000 0.008 -0.011
H -0.002 -0.002 -0.040
H -0.001 -0.001 -0.022
H -0.001 0.002 0.013
O 0.007 0.035 -0.025
C -0.189 0.070 -0.254
O -0.097 0.163 0.034
C -0.276 -0.162 -0.133
O -0.009 -0.042 0.021
O -0.002 0.091 0.165
O 0.169 -0.090 -0.495
C -0.273 0.105 1.403
O 0.012 -0.049 -0.530
C 0.102 -0.013 -0.416
C -0.005 -0.010 -0.026
C -0.126 0.025 0.030
N -0.187 -0.400 -0.042
C 0.018 0.035 0.005
C -0.011 -0.011 -0.014
C 0.102 0.051 -0.005
O -0.047 0.072 0.007
O -0.471 -0.342 -0.052
H -0.007 0.004 0.006
H 0.028 0.040 0.026
H 0.004 -0.015 0.004

2S+1: 6
E_LUMO (alpha / beta) (eV): 2.033 / 2.034
F_max (eV Å⁻¹): 1.57
Charge: -2



C19H21ClN2O2S | the ωB97M-V functional and the def2-TZVPD basis

Each line ends with the Löwdin charge.
Atoms and positions in Å:
C: 0.586 4.273 -2.151  -0.04
C: 1.204 3.577 -3.336  -0.48
O: 1.285 4.081 -4.434  0.09
C: 1.711 2.225 -3.089  -0.44
C: 2.269 1.383 -4.022  -0.07
C: 2.652 0.145 -3.492  -0.08
C: 2.401 0.034 -2.149  -0.40
S: 1.664 1.473 -1.529  1.11
C: 2.654 -1.163 -1.321  -0.51
O: 2.918 -2.240 -1.820  0.08
N: 2.565 -0.956 0.011  0.09
H: 2.336 -0.037 0.355  0.08
C: 2.627 -2.038 0.969  -0.28
C: 1.292 -2.817 1.018  -0.13
N: 0.189 -2.088 1.595  -0.16
C: 0.518 -1.595 2.918  -0.17
C: 1.782 -0.727 2.950  -0.16
C: 2.963 -1.497 2.359  -0.14
H: 3.849 -0.861 2.306  0.12
H: 3.196 -2.344 3.007  0.12
H: 2.003 -0.446 3.981  0.11
H: 1.607 0.197 2.393  0.10
H: -0.339 -1.034 3.299  0.12
H: 0.668 -2.468 3.562  0.13
C: -0.454 -1.116 0.733  -0.15
C: -1.844 -0.808 1.227  -0.22
C: -2.330 0.492 1.232  -0.03
C: -3.611 0.770 1.676  -0.10
C: -4.411 -0.267 2.126  -0.68
C: -3.944 -1.572 2.133  -0.10
C: -2.665 -1.834 1.681  -0.03
H: -2.282 -2.843 1.685  0.12
H: -4.577 -2.370 2.486  0.10
Cl: -6.011 0.072 2.689  0.67
H: -3.985 1.782 1.677  0.10
H: -1.704 1.301 0.884  0.11
H: -0.528 -1.559 -0.266  0.14
H: 0.102 -0.169 0.632  0.09
H: 1.028 -3.135 0.008  0.13
H: 1.450 -3.713 1.628  0.13
H: 3.407 -2.725 0.620  0.15
H: 3.100 -0.654 -4.055  0.12
H: 2.385 1.673 -5.051  0.12
H: 1.313 4.350 -1.344  0.08
H: 0.256 5.267 -2.441  0.09
H: -0.264 3.698 -1.789  0.08

Forces on the atoms, in the same order (eV/Å):
C -0.054 0.265 -0.232
C -0.168 0.369 0.061
O -0.019 -0.025 0.084
C 0.383 -0.821 0.026
C -0.247 0.484 0.209
C 0.029 -0.278 0.513
C -0.235 0.614 -0.426
S 0.169 -0.184 -0.583
C 0.051 -0.004 0.080
O 0.005 -0.117 -0.037
N -0.022 0.195 0.284
H 0.087 -0.052 -0.064
C -0.040 -0.599 0.099
C 0.377 -0.016 -0.177
N -0.034 -0.011 -0.108
C 0.031 0.225 0.142
C -0.081 -0.318 0.015
C -0.062 0.172 -0.156
H 0.061 -0.080 0.021
H 0.035 -0.031 0.012
H -0.010 0.110 -0.001
H -0.015 0.131 0.028
H 0.024 -0.077 0.085
H -0.016 0.038 0.090
C -0.054 -0.022 0.003
C -0.031 0.115 -0.012
C 0.034 -0.162 -0.009
C -0.160 -0.014 0.046
C 0.211 0.016 -0.080
C -0.068 0.048 -0.001
C 0.004 0.105 -0.042
H 0.039 -0.119 0.027
H -0.082 -0.056 0.035
Cl -0.194 0.039 0.073
H -0.065 0.079 0.020
H 0.093 0.078 -0.026
H 0.117 0.077 0.006
H -0.110 -0.051 -0.049
H 0.022 -0.047 0.028
H 0.054 -0.066 -0.044
H -0.084 0.091 0.105
H 0.062 -0.173 -0.060
H -0.005 0.091 -0.163
H 0.046 0.015 0.105
H 0.001 0.007 0.002
H -0.081 -0.043 0.069

E_LUMO (eV): -0.539
F_max (eV Å⁻¹): 0.91
SMILES: CC(=O)c1ccc(C(=O)N[C@H]2CCCN(Cc3ccc(Cl)cc3)C2)s1



Q: Which energy above the lowest of the compared OMol25 structures with the same formula, charge and spin values were calculated for the entries above? A: 393.14; 0.00; 0.00, in kJ/mol.
Q: Which total energy values were calculated for the entries above? A: -429.03123; -3315.80115; -1855.01517, in Ha.